Entry 1:
78
Properties=species:S:1:pos:R:3:mulliken_charge:R:1 method="wB97M-V/def2-TZVPD" e_lumo_ha="0.0125 / -0.0940" gap_ev="7.960 / 5.046" total_charge=0 spin_multiplicity=5 e_homo_ev="-7.620 / -7.605"
N -1.389 -3.606 2.608 0.1871
H 2.425 -3.549 -2.187 0.3462
H 1.995 3.684 -5.501 0.4202
H -1.517 0.322 1.114 0.1844
C -1.246 1.103 5.222 0.0172
C 1.689 0.601 -4.157 0.6870
C -1.159 0.764 7.646 -0.8961
H -1.762 1.954 2.391 0.2739
H -0.127 0.455 7.447 0.3308
H 4.341 -3.537 -4.711 0.2860
H -1.409 5.052 2.061 0.2985
C 0.715 0.064 -5.002 0.0892
C 2.804 -2.525 -2.020 -1.1615
N -1.875 0.832 6.387 0.1882
Co 2.714 1.274 -0.552 -0.1033
H 0.231 2.767 -7.024 0.4031
C 0.602 2.164 -6.200 -0.5977
C 2.669 -2.166 -4.461 -0.4051
H -3.759 1.781 6.477 0.2901
H -3.627 0.215 7.303 0.3374
H -3.691 0.293 5.508 0.2837
H -0.906 -4.192 4.552 0.3531
H -0.756 -1.712 -2.795 0.2043
Cl 0.546 -1.429 0.109 -0.7486
O -1.827 1.110 4.135 -0.7314
C -1.695 -0.180 0.158 -1.7146
H -0.169 1.325 5.353 0.3503
H -0.981 1.806 -2.985 0.4348
H 3.426 0.139 -2.969 0.4599
C -1.339 -4.016 1.215 -0.9436
H 3.027 -3.740 -5.849 0.3879
H 3.905 -2.565 -1.900 0.2575
C 1.588 2.689 -5.366 -0.8197
F 2.839 0.857 1.255 -0.6518
H -2.217 -0.842 -2.198 0.4224
H -1.815 -1.223 0.483 0.3262
O -3.003 -1.979 2.337 -0.5940
C 2.364 -0.152 -3.028 -0.3597
H -2.515 3.447 1.839 0.5213
H -1.268 2.404 -1.351 0.4730
H 2.460 -1.562 -5.350 0.3397
H -1.142 1.734 8.168 0.3098
C 2.104 1.909 -4.336 -0.1284
H -2.665 0.031 -0.294 0.4124
N -0.525 3.350 1.348 0.4560
H -2.182 2.188 0.668 0.2737
H -1.994 -2.318 4.096 0.1253
H -1.177 -0.093 -3.413 0.3799
C 3.239 -3.513 -4.794 -1.4676
C -3.325 0.775 6.417 -0.9398
C 0.595 2.728 0.968 -0.1397
C 0.144 0.864 -5.996 -1.0103
Cl 4.285 2.237 -1.696 -0.4610
H -2.218 -3.629 0.681 0.3069
C -1.167 -0.731 -2.520 -1.6054
C -2.191 -2.588 3.034 0.3459
O 0.662 1.668 0.256 -0.5493
C -0.532 1.885 -1.981 -1.7553
H -0.286 5.343 0.689 0.3184
H -0.641 0.466 -6.627 0.4017
H 0.358 4.994 2.318 0.3846
Si -0.189 0.152 -1.085 2.8800
C -0.501 -4.296 3.535 -0.9249
H -0.435 -5.359 3.252 0.2970
C -1.801 2.675 1.562 -0.9068
H 0.375 -0.961 -4.882 0.5945
C 2.467 -1.680 -3.213 0.5511
H 0.349 2.549 -2.081 0.2059
H -0.409 -3.650 0.743 0.2879
H 2.849 2.286 -3.629 0.0866
C -0.454 4.778 1.614 -0.9567
H 2.833 -4.332 -4.179 0.3203
O 1.827 0.292 -1.771 1.2812
H 1.567 3.181 1.257 0.2691
H -1.318 -5.114 1.173 0.3827
H -1.653 0.035 8.300 0.2949
H 2.352 -2.131 -1.094 -0.0217
H 0.512 -3.854 3.516 0.2745

***

Entry 2:
78
Properties=species:S:1:pos:R:3:mulliken_charge:R:1 method="wB97M-V/def2-TZVPD" e_lumo_ha="0.0148 / 0.0148" gap_ev="8.396 / 8.400" total_charge=0 spin_multiplicity=4 e_homo_ev="-7.993 / -7.997"
H -3.009 2.725 -4.489 0.3654
C 3.696 -0.240 -0.073 -0.9581
C -2.780 1.466 -1.988 -0.8462
H -1.407 -0.737 -4.599 0.4148
H 2.145 5.909 -0.238 0.3828
C 3.891 -3.224 2.200 -0.9148
C 1.516 3.753 -3.593 -1.7910
H -2.049 -4.181 -0.674 0.1186
C -1.033 -0.345 -3.631 -0.9352
C 2.362 1.034 1.460 -0.7944
H 1.786 -1.476 4.236 0.1378
N 2.639 -2.727 2.779 0.3205
H -2.664 1.652 2.021 0.2019
H 0.507 4.157 -3.790 0.1075
C 2.863 0.122 -1.136 -0.6128
H -2.528 3.408 2.408 0.3647
C 3.468 0.241 1.216 -0.6663
H -2.706 -5.895 -1.933 0.2777
H -4.480 -6.065 -1.840 0.3242
H 0.684 2.083 0.521 0.9841
Si -1.364 1.472 -3.253 0.4234
H 2.264 4.551 -3.710 0.4844
N -0.809 2.310 2.820 0.3074
H -2.546 0.740 -1.177 0.0372
H 4.694 -2.494 2.377 0.3210
C 1.762 5.509 -1.191 -1.6317
H -5.418 -5.649 0.765 0.3084
C -2.012 2.527 2.008 -0.8397
C -3.534 -6.253 -1.318 -0.8664
C -2.596 -4.580 0.187 0.5485
H 4.565 -0.869 -0.268 0.4618
H -3.712 1.183 -2.514 0.3792
H 2.007 3.616 -0.144 0.5156
H 1.703 2.948 -4.321 0.3809
H -1.628 3.777 -4.106 0.3225
O -1.335 0.221 3.746 -0.6413
H 0.027 -0.640 -3.557 0.2657
H -3.439 -7.335 -1.159 0.2983
H 3.017 -0.283 -2.148 0.3453
C 1.853 1.066 -0.922 1.1549
C 1.224 1.778 -2.099 -0.6815
H -2.885 2.463 -1.523 0.2093
C 0.131 3.427 2.838 -0.8164
H -4.079 -5.363 1.929 0.2438
H 0.621 3.562 1.861 0.2646
C 1.444 -3.020 2.260 0.1728
H -1.559 -0.930 -2.848 0.1426
O -2.401 -4.117 1.352 -0.6125
Cl -0.200 -2.705 -0.517 -0.6885
H 0.472 1.191 3.966 0.1676
O -0.201 1.834 -2.140 -0.0044
H 1.425 -3.527 1.280 0.4098
H 3.755 -3.366 1.119 0.2938
C 1.644 3.220 -2.210 0.9400
C -4.386 -5.918 1.037 -0.9152
Cl -0.476 -0.070 0.965 -0.2722
C 1.563 1.451 0.387 -0.7442
H -4.327 -7.000 1.213 0.3248
H -1.516 2.588 -5.449 0.3617
H -1.731 2.762 0.971 0.2761
C -1.905 2.767 -4.441 -1.2441
H 2.746 -2.827 4.893 0.3556
H -0.407 4.356 3.074 0.3642
Nd -1.678 -1.947 1.855 1.2860
N -3.475 -5.545 -0.043 0.1871
C 2.686 -2.080 4.090 -0.8976
Cl -4.067 -1.018 1.373 -0.6122
C 1.858 4.021 -1.137 0.0258
O 0.364 -2.710 2.828 -0.7299
H 3.573 -1.446 4.147 0.3646
H 2.367 5.961 -1.994 0.4071
H 4.186 -4.189 2.648 0.3099
H 1.515 1.193 -2.975 0.6073
H 0.908 3.249 3.591 0.3143
H 0.716 5.862 -1.312 0.2571
H 4.182 0.056 2.026 0.5077
C -0.564 1.194 3.551 0.1996
H 2.075 1.364 2.464 0.1690

***

Entry 3:
74
Properties=species:S:1:pos:R:3:mulliken_charge:R:1 method="wB97M-V/def2-TZVPD" e_lumo_ha="-0.3330 / -0.4644" gap_ev="7.603 / 4.494" total_charge=+3 spin_multiplicity=6 e_homo_ev="-16.664 / -17.130"
C -1.104 3.508 0.671 -1.4384
H -1.359 1.955 -5.329 0.4710
H 1.533 0.148 2.815 0.3329
H 3.753 -0.758 -1.070 0.3076
C 1.471 -0.772 5.313 0.5960
H -3.839 -2.516 -0.672 0.5291
H -2.261 1.487 -1.461 0.2844
H 2.927 1.550 2.272 0.3053
H -2.845 0.400 -6.540 0.4371
C -2.177 -1.327 -5.370 -0.6192
C -2.176 0.031 -5.733 -0.5017
C -3.368 -0.871 1.281 -1.4630
H -2.293 -2.656 -1.542 0.2864
H 3.817 -0.959 -4.503 0.3601
C 3.630 0.307 -1.300 -1.0857
C -0.496 -0.869 -3.667 0.8117
H -2.820 -2.062 -5.874 0.4247
H 1.288 -2.432 6.577 0.1418
H 3.834 0.146 1.686 0.4389
C -0.437 -3.122 3.003 -1.0940
H 3.130 -2.091 -2.340 0.2857
C 0.124 -2.636 4.180 -0.6968
H 1.632 3.015 2.324 0.2843
H -1.578 0.740 3.226 0.2095
C -0.239 -2.438 1.799 -0.4919
H -4.035 -0.029 1.474 0.4727
H -0.322 3.972 0.051 0.3908
H 4.362 1.797 1.243 0.5220
C 0.864 -1.445 4.115 0.1857
H -1.056 -4.016 2.964 0.4873
H -0.607 -1.445 -1.223 -0.7039
C -0.330 0.425 -4.189 -0.5301
H 0.784 2.058 3.585 0.3805
C 3.492 1.154 1.425 -1.4292
C -1.815 1.652 2.656 -1.1946
H -3.577 -1.574 -2.160 0.3822
C 2.809 -1.359 -4.331 -0.3694
N 0.442 -1.278 1.736 0.6823
H -1.414 4.211 1.464 0.4576
C -1.283 0.896 -5.087 -0.5967
N 1.505 -1.454 6.491 -0.3695
H -3.427 1.586 -0.095 0.4103
H -2.787 1.542 2.156 0.3258
H 2.043 3.449 0.156 0.3595
H 4.605 0.805 -1.221 0.4818
H -1.965 3.269 0.032 0.3783
H 3.243 0.397 -2.321 0.2317
H -2.712 -1.028 2.137 0.2662
O 1.899 0.381 5.233 -0.6015
H 1.476 2.823 -1.417 0.2920
H 3.224 3.102 -1.150 0.5071
P -2.363 -0.614 -0.233 1.5020
H -1.386 -2.824 -4.012 0.4632
H -0.017 -3.148 5.139 0.3645
H 2.094 -1.264 -5.151 0.3384
P -0.440 1.958 1.447 0.7964
H 0.505 1.056 -3.901 0.4759
Fe 0.477 -0.177 -0.170 0.3934
H 2.095 -3.199 -3.446 0.4859
H 0.147 3.662 3.093 0.5854
C -3.062 0.957 -0.924 -1.4189
H -3.889 0.736 -1.620 0.5211
P 2.456 1.041 -0.096 0.9320
C 0.650 2.746 2.734 -1.3673
H -0.669 -2.824 0.871 0.5506
S 0.338 -1.514 -2.317 0.1509
C -3.098 -1.972 -1.263 -1.2517
C 0.984 -0.793 2.874 -0.3304
C 2.287 2.775 -0.676 -1.2860
C 2.617 -2.225 -3.301 -0.3956
C -1.364 -1.775 -4.328 -0.4061
H -3.984 -1.768 1.172 0.5208
H 1.933 -1.011 7.288 0.2742
H -1.875 2.509 3.350 0.5665